Record 1
# C24H45Cl12N3

A cluster of 9 separate species, C24H45Cl12N3 in total (the ωB97M-V functional and the def2-TZVPD basis, the Open Molecules 2025 dataset).

For the total energy, the calculation gives -180358.61042 eV. For the molar mass, the calculation gives 801.1 g/mol. The HOMO energy comes out at -10.378 eV. Its LUMO energy is 0.01 eV. The value obtained for the orbital gap is 10.39 eV. The value obtained for the relative energy (zero: lowest compared OMol25 entry of this formula, charge and spin) is 0.00 kcal/mol. As for the SMILES: CCCC#N.CCCC#N.CCCC#N.ClCCCl.ClCCCl.ClCCCl.ClCCCl.ClCCCl.ClCCCl.

The geometry in ORCA input format:
```
! wB97M-V def2-TZVPD RIJCOSX def2/J DEFGRID3
* xyz 0 1
C 6.55 -5.30 24.14
C 7.20 -4.41 25.18
C 8.17 -5.16 26.11
C 7.58 -6.34 26.73
N 7.11 -7.27 27.21
H 7.27 -5.86 23.55
H 5.93 -4.72 23.45
H 5.88 -6.03 24.61
H 6.43 -3.90 25.77
H 7.77 -3.61 24.70
H 8.54 -4.50 26.90
H 9.04 -5.48 25.53
C 16.60 -12.26 24.43
C 16.50 -12.36 25.95
C 15.06 -12.56 26.44
C 14.27 -11.35 26.27
N 13.66 -10.38 26.17
H 17.65 -12.21 24.13
H 16.11 -11.37 24.04
H 16.17 -13.13 23.94
H 16.92 -11.46 26.41
H 17.12 -13.18 26.31
H 15.04 -12.80 27.51
H 14.59 -13.39 25.90
C 13.50 -5.34 19.70
C 13.85 -5.29 21.18
C 14.68 -4.06 21.55
C 15.95 -4.00 20.84
N 16.96 -3.98 20.29
H 12.90 -6.24 19.52
H 14.41 -5.43 19.11
H 12.90 -4.48 19.41
H 14.41 -6.18 21.47
H 12.95 -5.32 21.81
H 14.89 -4.03 22.62
H 14.08 -3.18 21.30
Cl 10.12 -2.16 24.79
C 11.42 -2.24 23.60
C 11.71 -0.89 22.99
Cl 10.35 -0.26 22.02
H 11.17 -2.98 22.84
H 12.33 -2.58 24.08
H 12.58 -0.97 22.35
H 11.91 -0.16 23.77
Cl 11.22 -7.83 26.71
C 11.72 -8.03 25.01
C 11.30 -6.84 24.18
Cl 11.95 -5.31 24.85
H 11.19 -8.91 24.64
H 12.79 -8.17 25.00
H 10.22 -6.75 24.14
H 11.68 -6.94 23.17
Cl 10.09 -10.14 21.64
C 11.40 -9.69 20.53
C 12.73 -10.26 20.96
Cl 13.33 -9.46 22.41
H 11.47 -8.61 20.47
H 11.14 -10.07 19.54
H 13.45 -10.16 20.15
H 12.65 -11.33 21.16
Cl 9.46 -10.27 29.80
C 11.03 -10.68 29.09
C 11.29 -12.15 29.07
Cl 11.38 -12.88 30.70
H 11.80 -10.10 29.59
H 11.01 -10.31 28.06
H 12.23 -12.38 28.58
H 10.50 -12.67 28.53
Cl 12.92 -3.29 28.30
C 11.86 -4.73 28.28
C 11.59 -5.17 29.69
Cl 10.38 -6.47 29.70
H 12.33 -5.50 27.68
H 10.94 -4.44 27.76
H 11.21 -4.33 30.27
H 12.50 -5.53 30.16
Cl 15.49 -6.47 24.19
C 15.87 -8.20 24.29
C 16.65 -8.55 25.53
Cl 18.04 -7.51 25.84
H 16.33 -8.51 23.36
H 14.91 -8.71 24.40
H 17.06 -9.55 25.40
H 15.99 -8.62 26.39
*
```

Record 2
# C4H11NO2S

A cluster of 2 separate species, C4H11NO2S in total (the ωB97M-V functional and the def2-TZVPD basis, the Open Molecules 2025 dataset).

For the total energy, the calculation gives -20743.24211 eV. For the molar mass, the calculation gives 137.2 g/mol. The HOMO energy comes out at -9.750 eV. Its LUMO energy is 0.59 eV. The value obtained for the orbital gap is 10.34 eV. The value obtained for the relative energy (zero: lowest compared OMol25 entry of this formula, charge and spin) is 93.65 kcal/mol. As for the SMILES: CC1(C)CS1(=O)=O.N.

The geometry in ORCA input format:
```
! wB97M-V def2-TZVPD RIJCOSX def2/J DEFGRID3
* xyz 0 1
C 0.09 -0.69 1.44
C 0.58 -0.31 0.04
C -0.08 -0.81 -1.19
C 0.99 1.17 0.05
S 2.26 0.02 -0.05
O 3.00 -0.24 -1.28
O 2.93 -0.11 1.19
H -0.88 -0.31 1.61
H 0.77 -0.38 2.32
H 0.16 -1.78 1.34
H 0.32 0.06 -1.90
H -1.06 -0.49 -1.12
H -0.08 -1.79 -1.65
H 0.94 1.63 1.01
H 0.69 1.81 -0.84
N -2.18 0.99 -0.64
H -3.22 1.12 -0.61
H -1.50 1.77 -0.83
H -1.89 0.68 0.29
*
```